The following is a quantum chemistry calculation of a 21-piece molecular cluster, C87H193Br7N21O12 overall in a non-equilibrium geometry, from the OMol25 dataset.

The geometry in XYZ format:
```
320
Properties=species:S:1:pos:R:3:forces:R:3
C -0.694 -8.910 -7.743 -1.4513 -1.4228 0.3117
O -0.249 -8.308 -6.563 -0.5667 1.4977 -0.4041
C 0.820 -9.020 -6.067 -0.2664 -1.8272 -0.1572
C 1.384 -8.238 -4.947 0.4253 -0.3499 1.0289
N 2.324 -7.184 -5.405 -0.3506 -0.6027 -0.2062
H 2.711 -6.784 -4.541 0.1692 0.4318 0.4425
H 3.118 -7.550 -5.948 -0.3977 -0.1612 -0.0426
C 1.701 -6.056 -6.127 1.5878 0.2901 -1.0270
C 2.917 -5.246 -6.592 -0.4000 3.0915 -1.2013
O 3.724 -5.928 -7.536 -1.1608 -1.0382 1.1514
C 5.023 -5.436 -7.658 1.2761 -0.3183 0.8499
H -0.919 -9.980 -7.475 0.2387 0.7044 -0.8299
H 0.003 -8.805 -8.546 0.7984 -0.2586 -0.4882
H -1.614 -8.458 -8.091 -0.2502 0.2254 0.2615
H 1.545 -9.257 -6.872 0.0660 0.2288 0.3453
H 0.417 -10.018 -5.742 0.6629 0.6022 0.1509
H 1.973 -8.851 -4.271 -0.0395 -0.2441 0.0613
H 0.574 -7.784 -4.345 0.5539 0.0146 -0.4104
H 1.099 -5.590 -5.373 -0.2483 0.8065 0.1624
H 1.091 -6.324 -6.989 0.1110 -0.5926 0.2914
H 3.489 -4.864 -5.717 -0.1022 -0.4375 -0.3552
H 2.594 -4.306 -7.185 -0.0548 -1.0393 1.2979
H 5.624 -5.555 -6.690 -0.8523 0.4760 -1.0578
H 5.047 -4.397 -8.034 0.0162 -0.2902 0.2350
H 5.491 -6.107 -8.370 0.2215 0.2144 -0.2611
C 4.375 3.713 0.095 0.3908 -0.4851 0.4866
O 4.915 4.991 -0.155 0.1075 0.3903 -0.4251
C 5.764 5.045 -1.300 -0.6499 0.2180 0.4648
C 6.090 6.526 -1.480 0.5474 -0.4028 -0.2538
N 6.779 7.134 -0.294 0.6495 -0.9672 -0.5691
H 6.457 6.649 0.523 -0.8483 0.0880 0.9656
H 7.760 6.882 -0.239 0.4829 -0.2475 -0.5902
C 6.743 8.620 -0.122 -0.0318 -0.4363 -1.6997
C 7.628 8.986 1.036 -1.4211 -0.8770 0.3615
O 7.325 7.932 1.990 0.8269 1.3928 -0.6910
C 8.236 7.955 3.090 -1.5621 -0.8696 1.3104
H 5.195 3.029 0.259 0.3090 -0.4740 0.1418
H 3.772 3.293 -0.700 -0.2361 0.3029 -0.5212
H 3.780 3.731 1.003 -0.0442 0.3037 0.0517
H 5.176 4.773 -2.202 0.5252 -0.1665 0.3001
H 6.647 4.374 -1.169 -0.4655 0.4672 -0.2067
H 5.165 7.050 -1.637 -0.3999 0.3593 0.1321
H 6.694 6.649 -2.372 0.2683 0.2246 -0.0273
H 5.724 8.811 0.117 -0.8321 0.5600 0.0257
H 7.001 9.001 -1.146 -0.1226 0.2119 1.2044
H 7.360 10.000 1.348 0.0763 -0.2029 0.4130
H 8.654 8.957 0.790 1.3856 0.0058 -0.3532
H 8.404 8.959 3.425 0.2372 0.6284 0.1023
H 9.179 7.436 2.936 -0.0068 -0.0618 -0.3642
H 7.629 7.454 3.878 0.9054 0.1938 -0.2492
C -10.124 2.561 -1.083 0.2346 0.8161 1.4834
O -10.165 3.976 -0.750 0.4421 0.3764 -0.3972
C -8.906 4.627 -0.450 -0.8191 0.3361 -0.6354
C -9.310 5.918 0.319 0.9302 -1.1819 2.1587
N -10.321 6.786 -0.326 0.6274 -0.9937 -1.4987
H -9.763 7.455 -0.909 -0.9143 -0.8478 -0.0504
H -10.927 6.108 -0.841 0.3009 0.9293 -0.1633
C -11.062 7.637 0.594 -0.7615 2.2041 0.0469
C -10.051 8.473 1.455 -1.3193 -1.3170 0.1325
O -8.931 8.878 0.687 -0.8839 -0.3503 -0.1123
C -8.894 10.299 0.562 1.5006 0.4209 0.1051
H -10.958 2.334 -1.743 -0.0217 0.0565 0.1952
H -10.176 1.999 -0.113 -0.0956 0.2213 -0.9707
H -9.186 2.347 -1.566 0.3805 -0.2463 -0.3193
H -8.285 4.880 -1.344 -0.7597 -0.1534 0.1502
H -8.240 3.962 0.106 -0.1562 0.3926 0.5236
H -8.467 6.570 0.581 -0.0099 -0.4262 -0.3154
H -9.758 5.627 1.295 0.2215 -0.0546 -0.6786
H -11.953 7.193 1.052 0.9713 -0.7954 0.7209
H -11.634 8.365 0.007 0.5480 0.0528 -0.5922
H -9.761 7.873 2.317 0.4040 0.1081 0.0364
H -10.690 9.272 1.820 0.4500 0.4700 0.1624
H -8.293 10.608 -0.304 0.3294 -0.5198 0.3852
H -8.444 10.705 1.501 -0.7091 0.0962 -0.8257
H -9.855 10.667 0.289 -0.9887 0.5070 0.4441
C 9.502 0.751 1.865 -0.9594 1.7578 0.5151
O 8.335 -0.040 2.049 -0.1431 -0.2003 -0.1448
C 8.095 -1.065 1.117 -0.9228 -0.2071 -0.5009
C 8.762 -2.350 1.469 0.9823 -1.9068 1.0743
N 8.208 -3.132 2.667 0.2265 -0.8153 -1.1804
H 7.196 -3.271 2.474 -0.2607 0.2641 0.5278
H 8.624 -4.118 2.709 -0.4250 1.4792 -0.2058
C 8.507 -2.576 4.003 -0.0451 -0.4183 0.1648
C 8.129 -3.694 5.008 -0.8832 1.8465 0.9944
O 8.843 -4.830 4.773 1.8716 -1.0087 -0.0271
C 10.186 -4.941 5.424 -0.8124 0.6344 -0.9108
H 9.345 1.502 1.038 0.3051 -0.9125 0.4679
H 10.404 0.179 1.735 0.3879 -0.2707 -0.1783
H 9.567 1.360 2.804 0.2075 -0.6189 -0.8056
H 8.432 -0.849 0.071 -0.2674 0.2697 0.7256
H 7.001 -1.283 1.116 0.6066 0.5531 -0.1586
H 9.794 -2.213 1.762 0.4700 0.2462 -0.2782
H 8.747 -3.096 0.671 -0.0824 0.3880 -0.2509
H 8.054 -1.596 4.171 -0.3005 -0.3449 -0.1675
H 9.584 -2.421 3.944 0.1364 0.0106 0.5387
H 7.032 -3.949 4.915 1.0090 0.4247 0.1083
H 8.339 -3.294 6.021 -0.3943 -0.1697 -0.3147
H 10.653 -5.628 4.749 0.5002 -0.7392 0.1236
H 10.064 -5.347 6.437 0.1274 0.3257 -0.3660
H 10.829 -4.018 5.363 -1.0915 -0.5365 0.3334
C -0.111 -4.727 1.207 1.1123 -1.3637 -0.3723
O 1.319 -5.016 1.224 0.1447 -0.0283 0.1204
C 1.610 -6.405 1.187 -0.2068 -0.4473 -0.7729
C 3.116 -6.740 1.368 -0.9145 -0.0226 -1.3135
N 3.902 -5.918 0.408 0.0724 0.4780 -2.3734
H 3.472 -5.945 -0.594 -0.0139 0.1695 1.4501
H 3.860 -4.925 0.673 0.0862 -0.1547 0.2518
C 5.325 -6.337 0.124 0.3342 -0.3625 1.4854
C 6.077 -6.849 1.394 -0.8557 0.6879 -0.5536
O 5.538 -8.102 1.659 -0.1054 -1.2629 -0.2236
C 6.016 -8.745 2.836 0.3268 0.0221 0.6242
H -0.498 -4.945 0.210 -0.1025 -0.1430 -0.1010
H -0.208 -3.663 1.351 -0.1935 0.1351 0.5849
H -0.614 -5.395 1.940 0.0793 0.8890 -0.2138
H 1.287 -6.857 0.201 0.2270 0.5055 0.7867
H 1.036 -6.904 1.972 0.1065 -0.2178 0.0842
H 3.306 -7.807 1.092 -0.2858 0.9314 0.6017
H 3.520 -6.475 2.323 -0.0301 -0.2236 0.7739
H 5.812 -5.540 -0.463 -0.1867 -0.3719 0.4796
H 5.234 -7.246 -0.439 -0.0057 -0.2550 -0.7811
H 5.943 -6.192 2.247 -0.0755 0.4605 0.3124
H 7.128 -6.922 1.197 0.8285 0.0491 -0.3160
H 7.118 -8.914 2.854 -0.6252 0.6736 -0.0283
H 5.607 -9.742 2.979 -0.3846 -0.0084 -0.7411
H 5.619 -8.183 3.688 0.6506 0.1358 0.2191
C 4.923 0.715 -12.198 -0.1023 0.2884 -0.4427
O 4.528 0.702 -10.849 -0.3210 0.4113 2.1263
C 5.603 0.510 -9.942 -0.1469 -0.7101 -0.7450
C 5.224 0.617 -8.470 0.6117 -0.8472 0.0879
N 4.036 -0.225 -8.091 -0.1580 -0.4869 -0.7731
H 3.450 -0.197 -8.954 0.1482 -0.0771 0.6803
H 4.284 -1.227 -7.931 -0.0149 0.8526 -0.0912
C 3.228 0.247 -6.911 -0.0322 1.1546 0.6025
C 3.784 -0.145 -5.541 -0.1366 -0.2731 -0.5664
O 4.058 -1.528 -5.538 -0.5451 -0.1121 -1.2983
C 4.938 -1.836 -4.515 0.9247 0.2691 0.7558
H 3.998 0.736 -12.770 0.1576 -0.2974 -0.1519
H 5.564 -0.131 -12.435 -0.1221 -0.2495 -0.1547
H 5.459 1.627 -12.423 0.3008 0.3188 -0.0629
H 6.442 1.204 -10.095 -0.1808 -0.0799 -0.1336
H 5.937 -0.515 -10.167 0.5322 0.1321 0.3920
H 5.030 1.596 -8.112 -0.4981 1.0675 -0.1434
H 6.081 0.292 -7.882 0.0466 -0.2337 -0.0340
H 2.248 -0.185 -7.036 -0.3818 0.0548 0.0658
H 3.156 1.366 -6.944 -0.1664 -1.0739 -0.1903
H 3.074 0.101 -4.760 -0.6520 0.1712 -0.1106
H 4.669 0.406 -5.263 0.7306 0.3285 -0.2896
H 5.163 -2.895 -4.493 -0.0613 -0.2162 -0.2465
H 4.464 -1.580 -3.560 0.4373 0.1027 0.0757
H 5.880 -1.262 -4.685 -0.3819 -0.3966 0.5048
C -5.611 -1.434 7.113 -0.9570 -0.6277 0.6759
C -5.566 -2.046 5.753 0.9865 -1.2128 -1.1334
N -5.885 -1.181 4.630 -1.1030 1.8405 -0.0207
C -7.035 -0.362 4.499 -0.0914 -1.0485 2.0577
C -7.051 0.085 3.249 1.0505 0.7337 -1.3821
N -5.868 -0.325 2.662 1.5727 -0.2892 -1.1789
C -5.189 -1.080 3.505 0.0270 -1.0720 0.8340
C -5.217 0.124 1.391 -1.0278 -1.4582 -0.5498
H -6.632 -1.167 7.386 -0.0955 -0.0193 -0.0061
H -5.004 -0.605 7.393 0.8049 0.6896 -0.5188
H -5.330 -2.240 7.777 0.0072 -0.1942 0.4084
H -6.313 -2.857 5.684 0.3393 0.1794 0.3122
H -4.572 -2.505 5.460 -0.9226 0.4880 0.6151
H -7.704 -0.125 5.350 0.5121 -0.5780 -0.8589
H -7.697 0.697 2.662 -0.4191 0.3614 0.1673
H -4.270 -1.679 3.368 -0.3721 0.5440 -0.2728
H -4.575 -0.675 0.923 -0.7802 0.5104 0.7279
H -4.631 0.994 1.558 0.2536 0.8338 0.2191
H -6.040 0.351 0.716 0.3136 0.1968 -0.1662
C -1.770 5.692 6.092 1.7499 0.2659 0.9009
C -1.600 7.214 6.291 0.1537 -0.9417 -1.6122
N -1.235 7.478 7.641 0.0411 1.3432 1.6289
C 0.060 7.659 8.108 -0.1983 -0.7378 -2.3203
C 0.036 7.793 9.407 -1.4736 0.2565 1.5291
N -1.325 7.780 9.761 1.8649 0.0903 1.0860
C -2.049 7.656 8.691 0.7895 -0.8475 -0.8646
C -1.726 7.731 11.144 -1.1841 -0.2691 0.1180
H -2.066 5.399 5.091 -0.1050 0.1077 -0.0452
H -2.471 5.350 6.849 -0.1204 -0.3570 -0.1770
H -0.747 5.265 6.307 -1.2175 -0.0438 -0.2913
H -2.551 7.700 6.047 0.5562 0.4324 -0.0948
H -0.703 7.540 5.724 -1.1159 0.2053 -0.2090
H 0.898 7.674 7.460 0.4192 -0.1296 -0.5343
H 0.845 7.918 10.081 0.2148 0.1172 0.6392
H -3.097 7.644 8.705 -1.1725 -0.1236 -0.2213
H -1.145 8.421 11.664 0.7859 1.4119 0.9229
H -1.500 6.781 11.583 0.0137 -0.7849 -0.0543
H -2.780 7.952 11.295 0.0251 0.0545 -0.2424
C 4.620 -0.014 5.483 -0.4177 -0.6228 -0.1038
C 3.262 0.491 5.030 -0.8972 -1.7057 1.7000
N 2.268 -0.658 5.029 -0.2303 0.9015 0.7418
C 0.915 -0.503 5.330 0.0667 1.4227 -0.8353
C 0.285 -1.666 5.027 0.2825 0.6395 0.8881
N 1.301 -2.528 4.718 -0.1062 -1.3401 0.4548
C 2.493 -1.934 4.733 -0.3573 1.1388 -0.7466
C 1.114 -3.957 4.604 0.5141 0.0185 -1.0942
H 4.517 -0.628 6.386 -0.0192 0.4444 0.0589
H 5.218 0.852 5.680 0.6184 0.2887 0.1820
H 5.118 -0.672 4.768 -0.0404 0.2957 -0.3007
H 3.217 0.959 4.081 0.1386 0.4284 -0.9816
H 2.842 1.180 5.771 0.1882 -0.0116 -0.2777
H 0.518 0.497 5.551 0.2518 -0.6516 -0.0943
H -0.777 -1.933 5.050 0.6927 -0.1749 -0.0084
H 3.438 -2.278 4.306 -0.3455 -0.4060 0.4019
H 0.181 -4.108 4.129 -0.8923 -0.1704 -0.9254
H 1.009 -4.518 5.510 0.5839 0.1676 0.9121
H 1.934 -4.273 3.969 -0.0354 -0.6632 0.0275
C -1.662 -5.676 -3.361 -0.2609 0.4508 -0.3974
C -2.861 -4.960 -3.904 -1.0116 0.9659 -0.6546
N -2.468 -4.211 -5.150 -0.0338 0.3396 1.5210
C -2.464 -4.723 -6.395 -0.8770 0.0110 -1.0653
C -2.055 -3.731 -7.264 0.3913 -0.9196 0.8644
N -1.690 -2.674 -6.440 -0.2774 0.3097 -1.1170
C -1.985 -2.971 -5.187 0.0127 -1.0411 -0.3981
C -1.014 -1.415 -6.786 -0.1653 0.3220 -0.4602
H -0.910 -4.911 -3.144 0.1947 -0.4624 0.0984
H -1.340 -6.388 -4.115 0.4185 -0.1942 0.1101
H -1.969 -6.183 -2.466 0.1711 -0.3453 0.5005
H -3.248 -4.205 -3.206 0.2479 -0.1171 -0.1339
H -3.727 -5.597 -4.174 0.6660 0.1507 0.0202
H -2.918 -5.702 -6.474 0.3087 0.0800 -0.7238
H -1.929 -3.761 -8.340 -0.0208 0.2357 0.3176
H -1.770 -2.377 -4.347 0.0201 0.7553 0.9792
H -1.564 -0.739 -7.483 0.0185 -0.8068 0.6601
H -0.050 -1.626 -7.250 -0.0497 -0.1327 0.1394
H -0.854 -0.919 -5.836 0.2198 0.4872 -0.1001
C -4.698 -6.259 7.198 1.4355 -0.8027 -0.0883
C -5.807 -7.064 6.547 -0.4308 1.4213 -0.2909
N -5.859 -6.889 5.035 -1.1302 -1.8219 1.0300
C -6.698 -7.746 4.290 0.2659 0.2520 -0.1934
C -6.590 -7.336 3.002 0.0068 -0.0530 -0.3152
N -5.723 -6.284 2.986 0.6321 0.7712 0.1223
C -5.312 -5.998 4.213 -0.0120 -0.9942 0.4452
C -5.375 -5.472 1.831 -1.4383 -0.8961 -0.5682
H -4.720 -6.242 8.297 -0.4531 -0.2922 -0.3567
H -4.712 -5.223 6.890 0.0510 0.2941 -0.2274
H -3.687 -6.714 6.948 -1.1679 0.6752 0.0973
H -6.807 -6.792 6.878 0.0110 0.5674 0.1039
H -5.785 -8.093 6.827 0.5816 -0.9559 -0.4738
H -7.305 -8.579 4.673 0.6124 0.7205 0.1383
H -6.999 -7.644 2.050 -0.2178 -0.3215 0.4072
H -4.567 -5.259 4.431 0.2258 0.3389 0.2087
H -6.298 -4.995 1.548 -0.3109 0.4383 -0.3796
H -5.093 -6.120 1.004 0.3935 0.1219 0.1204
H -4.671 -4.725 2.085 1.0241 0.4671 0.2511
C -2.955 1.907 -2.952 0.3915 0.0000 0.7857
C -3.519 2.316 -4.261 -0.7413 0.4649 -0.0861
N -4.683 1.479 -4.651 1.1604 0.3827 -0.2781
C -4.946 0.180 -4.314 1.5261 -0.7616 1.6577
C -6.114 -0.149 -4.879 -0.2523 -0.3042 0.0348
N -6.552 0.973 -5.549 -1.4563 -1.9116 -1.6989
C -5.629 1.890 -5.472 -0.5306 1.6511 0.5332
C -7.755 1.012 -6.418 0.3067 0.5913 -0.4924
H -3.628 1.959 -2.083 -0.0684 0.2346 -0.4075
H -2.079 2.532 -2.787 -0.1016 -0.0768 0.0827
H -2.588 0.906 -3.018 0.4163 -0.7747 0.1038
H -2.751 2.299 -5.033 -0.0602 -0.2033 -0.0911
H -3.921 3.323 -4.177 -0.0004 0.1688 -0.2153
H -4.301 -0.420 -3.619 -0.6317 0.7348 -0.7973
H -6.574 -1.120 -4.840 -0.5046 0.2252 -0.1921
H -5.793 2.893 -5.849 0.4584 -0.1809 -0.0428
H -8.594 1.342 -5.846 -0.6726 -0.3876 0.6562
H -7.930 0.059 -6.938 0.1846 0.3725 0.4742
H -7.683 1.815 -7.162 0.5685 -0.3474 0.0156
C 2.270 -1.109 -1.852 -0.2128 -0.5806 1.3122
C 1.529 -2.074 -0.927 -0.4535 0.6443 1.0486
N 1.073 -1.342 0.307 0.5982 -0.8700 -2.1498
C 1.926 -0.784 1.247 -3.2372 0.4634 0.6915
C 1.064 -0.069 2.076 1.3406 -0.8899 -1.8636
N -0.185 -0.154 1.507 -1.2965 0.1191 1.7661
C -0.167 -0.925 0.450 -0.1846 -0.4963 -0.8339
C -1.439 0.376 2.072 -0.0755 1.0081 -1.5396
H 1.571 -0.488 -2.408 0.2875 0.1071 -0.2164
H 2.753 -1.878 -2.408 0.7269 0.1141 -1.4738
H 3.041 -0.531 -1.284 -0.6842 -0.3407 -0.5383
H 2.206 -2.810 -0.528 0.3113 -0.4891 -0.0816
H 0.694 -2.630 -1.438 0.5910 0.8515 0.7556
H 2.964 -0.951 1.221 0.9543 -0.2223 0.2211
H 1.285 0.604 2.859 -0.1101 0.4361 0.6987
H -1.017 -1.142 -0.243 0.5889 0.0040 0.6637
H -2.042 -0.287 2.676 0.6588 -0.5123 0.5990
H -2.105 0.584 1.211 0.4546 0.0968 0.3118
H -1.128 1.311 2.533 -0.4929 -0.0343 0.4629
C -5.432 7.377 -0.738 0.9665 2.3377 -0.2129
C -4.477 7.979 0.326 -0.0545 -0.7318 0.1282
C -3.020 7.349 0.175 -2.4621 1.1490 1.0572
C -3.166 5.964 0.782 1.4246 0.1065 -0.7302
N -1.900 5.157 0.468 0.4262 0.5532 1.1349
C -1.675 5.009 -1.021 0.3631 1.3832 -0.3866
C -0.629 3.935 -1.090 0.0041 0.1402 -0.7743
C -0.953 3.011 0.032 -1.3934 -1.0423 0.4987
C -1.974 3.756 0.926 -0.1878 -1.5116 0.1616
C -0.682 5.687 1.240 0.8827 0.1290 -1.5677
H -5.002 7.627 -1.734 -0.6844 0.0118 0.4670
H -6.451 7.720 -0.618 -0.1500 0.7652 -0.1888
H -5.565 6.357 -0.707 0.2622 -2.6094 0.3163
H -4.867 7.854 1.347 0.1280 -0.4914 -0.1423
H -4.506 9.052 0.245 0.4739 0.4780 -0.4642
H -2.272 8.041 0.610 -0.2302 -0.6666 -0.2301
H -2.944 7.259 -0.891 0.6768 0.0864 -0.5246
H -3.978 5.431 0.261 0.2707 0.0792 0.6276
H -3.299 5.976 1.874 0.0017 -0.1317 -0.4072
H -1.345 5.982 -1.438 -0.1398 -0.6087 0.3023
H -2.619 4.747 -1.518 0.0374 -0.1085 0.4986
H 0.313 4.356 -0.809 0.7620 0.5216 -0.5074
H -0.534 3.454 -2.063 0.0497 0.1773 0.0369
H -0.030 2.805 0.542 0.1739 -0.5562 0.6456
H -1.447 2.084 -0.282 0.3977 0.0605 -0.1233
H -1.673 3.625 1.975 -0.2938 0.4708 -0.1521
H -3.013 3.419 0.777 0.4360 0.0180 -0.0240
H -0.936 5.706 2.283 -0.2638 0.1357 0.3409
H -0.369 6.696 0.868 -0.3624 -0.9496 0.2772
H 0.164 4.939 1.141 -1.0459 1.0351 0.0971
Br 2.430 -5.532 -2.610 0.1228 -0.0142 0.0162
Br -2.906 -1.836 -1.583 -0.0031 -0.0153 -0.2175
Br 5.022 -2.802 2.328 -0.2399 -0.2607 -0.2047
Br -2.573 -3.614 3.762 -0.2267 0.1799 0.0108
Br 0.348 1.363 -4.985 0.0186 -0.1436 0.1149
Br -5.498 3.522 0.188 -0.2305 -0.2952 -0.1579
Br 0.632 2.828 3.693 -0.0324 0.4030 0.0592
```
Positions in Å, forces in eV/Å.

Output
HOMO level: -16.97 eV
Charge: +7
HOMO-LUMO gap: 0.2907 Eh